Molecular formula: C4H10BrPS
Method: DFT, the ωB97M-V functional and the def2-TZVPD basis

For the HOMO-LUMO gap, the calculation gives 9.522 eV. The HOMO energy is -9.11 eV. For the LUMO energy, the calculation gives 0.41 eV. For the energy relative to the best compared isomer or geometry (same formula, charge and spin), the calculation gives 54.9 kcal per mole.

Atoms and positions in Å:
1 Br 3.53642 -1.00620 0.15385
2 S 0.09017 2.48048 0.40411
3 P 2.62686 0.81136 -0.63527
4 C -1.97328 -1.34134 -0.35479
5 C 0.95906 0.88593 0.34842
6 C -1.23380 -0.20514 0.33080
7 C 0.19062 -0.27389 -0.20364
8 H 0.00335 2.59699 -0.93013
9 H -2.17685 -0.92270 -1.25743
10 H -1.78318 0.74243 0.14482
11 H 0.50300 -1.35245 0.19274
12 H 0.33697 -0.37619 -1.25533
13 H -1.20975 -0.43239 1.41926
14 H 1.10782 0.44317 1.74273
15 H -2.92997 -1.53794 0.14612
16 H -1.36631 -2.20220 -0.47599
17 H 3.31888 1.69011 0.22973

---

Molecular formula: CH6N3S
Method: DFT, the ωB97M-V functional and the def2-TZVPD basis

For the HOMO-LUMO gap, the calculation gives 7.977 eV. The HOMO energy is -14.28 eV. For the LUMO energy, the calculation gives -6.30 eV. For the energy relative to the best compared isomer or geometry (same formula, charge and spin), the calculation gives 38.6 kcal per mole. The charge is +1.

Atoms and positions in Å:
1 S 0.92413 0.04938 -1.84048
2 N 0.79971 -1.42602 -1.59265
3 N -0.06904 0.60893 1.58550
4 N -0.04046 0.69562 -0.74461
5 C -0.65555 0.02814 0.44636
6 H 0.54865 0.03503 2.13691
7 H -0.63121 1.23232 2.13963
8 H 1.31416 -2.08850 -2.15675
9 H -0.43827 -1.03772 0.32384
10 H -0.01681 1.70884 -0.65909
11 H -1.73533 0.19399 0.36133

---

Molecular formula: C14H38N2O6
Method: DFT, the ωB97M-V functional and the def2-TZVPD basis

For the HOMO-LUMO gap, the calculation gives 9.606 eV. The HOMO energy is -8.82 eV. For the LUMO energy, the calculation gives 0.79 eV. The SMILES is COCCNCCOC.COCCNCCOC.CO.CO. For the energy relative to the best compared isomer or geometry (same formula, charge and spin), the calculation gives 212.1 kcal per mole.

Atoms and positions in Å:
1 O -0.37742 -0.24826 -5.57381
2 O 2.95171 5.01530 5.90721
3 O -4.28281 -0.82012 0.13137
4 O 0.40964 -2.00654 -1.27980
5 O 0.23004 -4.82513 0.83189
6 O 1.43738 1.88789 -0.34189
7 N 1.63197 2.96116 3.12582
8 N -2.08034 -1.14633 -2.64695
9 C 0.38590 -0.65798 -6.67518
10 C 2.31905 4.01397 3.80686
11 C 1.20279 1.76674 1.22439
12 C -1.32231 -0.13235 -3.47412
13 C 1.37020 -5.41171 0.12929
14 C 1.78044 3.01849 1.62177
15 C -3.08864 -0.49390 -1.81814
16 C 0.65951 0.86870 -1.07398
17 C -0.46919 -0.90268 -4.51933
18 C 2.60252 5.16241 7.29427
19 C 0.75952 -3.31367 -1.65226
20 C -4.94392 -1.79838 0.97605
21 C -3.39081 -1.46803 -0.71326
22 C 2.20783 3.83679 5.39807
23 H -0.11816 -3.99652 -1.31077
24 H 1.26926 -6.50028 0.00349
25 H 1.19044 3.65098 1.15329
26 H -1.13295 -1.99207 -4.74324
27 H 3.07006 4.24119 7.81498
28 H -2.90001 0.61410 -1.50818
29 H 0.75866 3.14472 3.61233
30 H 0.48155 -4.41543 1.56698
31 H 2.02589 5.00577 3.69053
32 H 1.16513 3.84458 5.59208
33 H 3.26029 5.84184 7.64214
34 H -4.15628 -2.37439 1.59245
35 H -2.59429 -1.63847 -0.09530
36 H 1.47811 5.41598 7.51554
37 H -2.09750 0.51203 -3.94730
38 H -0.47514 0.99551 -0.90094
39 H 1.42442 -0.34842 -6.50448
40 H 2.41028 2.78486 5.83205
41 H -5.55039 -2.45931 0.25007
42 H 2.82336 3.08036 1.33174
43 H 0.93851 0.55534 -2.20133
44 H 0.19258 -0.13216 -7.56422
45 H -0.25178 -1.79338 -1.97973
46 H 0.34987 -1.66165 -6.97617
47 H 1.70847 -5.21586 -0.87631
48 H -0.72860 0.43199 -2.87283
49 H 1.74715 0.89470 1.48759
50 H 0.78568 -3.19177 -2.64465
51 H 1.02817 -0.13133 -0.77276
52 H 0.15426 1.67574 1.22478
53 H 2.10759 -5.37146 0.72504
54 H 1.52982 -3.73381 -1.16065
55 H 0.52088 -1.18962 -4.01790
56 H -5.45733 -1.19812 1.69128
57 H -3.76844 -2.65983 -1.06939
58 H 3.40561 4.25866 3.42732
59 H -2.60402 -1.70381 -3.34535
60 H -3.98422 -0.54707 -2.34044

---

Molecular formula: C43H46F6GeMoN7O4S
Method: DFT, the ωB97M-V functional and the def2-TZVPD basis

For the HOMO-LUMO gap (spin up / spin down), the calculation gives 6.985 / 6.028 eV. The HOMO energy (spin up / spin down) is -10.69 / -10.69 eV. For the LUMO energy (spin up / spin down), the calculation gives -3.71 / -4.67 eV. For the energy relative to the best compared isomer or geometry (same formula, charge and spin), the calculation gives 6.0 kcal per mole. The spin multiplicity is 3. The charge is +1.

Atoms and positions in Å:
1 Mo -0.57769 1.65480 1.06677
2 Ge 1.98507 -2.48078 -2.04603
3 S 1.35738 2.29033 -0.36413
4 F -6.25676 2.01468 -1.75363
5 F -5.57694 2.59639 2.36932
6 F -5.67346 0.65357 1.47475
7 F -7.08281 2.16960 0.89818
8 F -5.02617 0.37795 -1.07272
9 F -4.13118 2.04030 -2.09327
10 O -1.20500 0.32798 -0.44262
11 O 0.77651 0.06053 -1.37022
12 O -2.11282 1.88018 2.78107
13 O -3.54493 2.16863 0.53032
14 N -0.39688 3.76772 1.80174
15 N 3.33934 -0.75835 4.96714
16 N 0.72875 2.48806 6.83280
17 N -1.39019 3.00677 -0.49644
18 N -3.40391 0.03958 2.98760
19 N 0.52490 1.60182 2.64743
20 N -0.49381 -0.56631 1.77512
21 C -5.08425 1.70949 -1.19509
22 C 5.92600 -0.34363 -0.41365
23 C 1.92111 -2.56361 -4.03177
24 C 3.37023 -6.72399 -0.32683
25 C 0.93992 4.37586 1.65300
26 C 0.58171 2.81319 -1.93805
27 C -4.79922 2.45604 0.13323
28 C -0.87049 -1.58854 -1.81074
29 C 4.71815 0.03514 0.14445
30 C 0.77263 -2.47540 2.47000
31 C -3.66200 1.81764 4.58911
32 C 1.14629 1.84039 5.98338
33 C 2.56890 0.09218 4.96279
34 C 4.75469 -1.78305 -1.92779
35 C -0.39187 -3.19146 2.70131
36 C -2.94895 -0.57589 1.75198
37 C 5.94013 -1.24643 -1.46314
38 C 3.53096 -0.49146 -0.33753
39 C 3.53466 -1.40826 -1.37374
40 C 2.80120 -1.82728 -4.81589
41 C 1.71779 3.96400 0.39272
42 C -0.38771 -0.29967 -1.19149
43 C -0.94930 2.75226 -1.86116
44 C 2.94093 -4.38693 -0.04666
45 C 3.30471 -5.60855 0.48994
46 C -3.00802 1.25357 3.36079
47 C -1.59857 -2.57019 2.43169
48 C 1.15847 -3.69340 -6.02537
49 C -1.51137 4.56167 1.27794
50 C 2.88347 -2.03836 -6.18116
51 C 2.72403 -5.38175 -2.20499
52 C 1.08509 -3.48290 -4.65970
53 C 0.09453 -2.65657 -1.32283
54 C -5.80088 1.96313 1.20297
55 C 1.03092 1.35284 3.68578
56 C -5.07017 3.95793 -0.09692
57 C -1.62154 -1.25730 1.97060
58 C 2.07276 -2.98390 -6.78673
59 C 0.67063 -1.17852 2.00032
60 C 3.08956 -6.60868 -1.67621
61 C 2.63319 -4.26450 -1.39430
62 C -1.46235 4.43992 -0.22878
63 C 1.59699 1.10019 4.87800
64 H -2.87087 0.22203 0.99850
65 H 2.51494 -5.29129 -3.26062
66 H 2.90923 -3.50726 0.58407
67 H -2.43465 4.08072 1.62005
68 H 0.51730 -4.42399 -6.49867
69 H -4.53123 4.28530 -0.98346
70 H -4.73115 1.62766 4.57984
71 H 3.64348 -7.68214 0.08792
72 H 3.54009 -5.69230 1.54152
73 H -2.52954 -3.09121 2.58079
74 H 0.12035 -2.66827 -0.23359
75 H -0.58454 4.94682 -0.63860
76 H 0.37604 -4.05436 -4.07451
77 H 3.43311 -1.08755 -4.34336
78 H 2.14784 -3.16074 -7.84906
79 H -6.13117 4.14456 -0.24243
80 H 2.77755 3.91275 0.63967
81 H 6.85181 0.05762 -0.03061
82 H -2.39751 2.63036 -0.29159
83 H 3.15286 -7.47298 -2.32039
84 H -4.17311 -0.39167 3.47480
85 H 0.97066 2.11601 -2.67913
86 H -1.89836 -1.78734 -1.50109
87 H -0.82359 -1.51630 -2.89870
88 H 2.59083 -0.16697 0.08284
89 H 4.77193 -2.51301 -2.72654
90 H 4.70093 0.73519 0.96751
91 H 1.57042 -0.60703 1.80986
92 H -3.48873 2.88903 4.63547
93 H 1.74397 -2.90510 2.65401
94 H 3.59367 -1.47810 -6.77185
95 H 1.59629 4.69162 -0.40497
96 H -0.57555 3.67931 2.80206
97 H -1.47614 5.59982 1.62755
98 H -0.35302 -4.19879 3.08477
99 H -0.24133 -3.64335 -1.64179
100 H 0.96323 3.80723 -2.16773
101 H -3.69875 -1.29631 1.42349
102 H -3.23100 1.34936 5.47249
103 H 6.87691 -1.54225 -1.90942
104 H 1.52506 4.08893 2.53187
105 H 0.84399 5.46967 1.65672
106 H -1.30268 1.77064 -2.18580
107 H -1.37755 3.49237 -2.54940
108 H -4.71376 4.50697 0.77292
109 H -2.35060 4.88567 -0.68809

---

Molecular formula: C14H12Cl2N4O2
Method: DFT, the ωB97M-V functional and the def2-TZVPD basis

For the HOMO-LUMO gap, the calculation gives 4.146 eV. The HOMO energy is -7.34 eV. For the LUMO energy, the calculation gives -3.19 eV. The SMILES is N#CC1=C(C#N)C(=O)C(Cl)=C(Cl)C1=O.C=C1N(C)CCN1C.

Atoms and positions in Å:
1 Cl -3.62711 2.37882 0.88909
2 Cl -5.31867 -0.18851 0.05561
3 O -4.02761 -2.69828 0.92621
4 O -1.15836 1.65350 2.35148
5 N -1.30094 -4.17519 2.55016
6 N 0.72115 0.32588 -1.89793
7 N 2.50069 0.95778 -0.76833
8 N 0.83599 -0.91114 3.61501
9 C -0.28755 -0.52198 -2.45134
10 C -1.67767 -3.09553 2.30012
11 C -1.40401 -0.68395 2.33432
12 C -3.85632 -0.30259 0.91668
13 C -3.13299 0.79865 1.28076
14 C 1.54524 -0.01682 -0.85950
15 C 1.42521 -1.13264 -0.05035
16 C -0.18693 -0.80933 3.05425
17 C 3.45830 1.07349 0.28640
18 C -2.13106 -1.78679 1.97941
19 C 1.19395 1.47935 -2.61510
20 C -1.84482 0.68521 2.02612
21 C -3.40422 -1.68843 1.24507
22 C 2.28851 2.02851 -1.70426
23 H 3.78060 0.07735 0.60605
24 H 0.58463 -1.78904 -0.21379
25 H 2.17943 -1.29679 0.70329
26 H 0.12677 -1.25467 -3.16581
27 H 1.94534 2.94380 -1.19608
28 H 3.20686 2.26149 -2.25763
29 H 0.38853 2.20550 -2.77744
30 H -1.01157 0.10413 -2.99055
31 H 1.61294 1.19727 -3.59468
32 H -0.80097 -1.06746 -1.65133
33 H 4.32282 1.63905 -0.08850
34 H 3.05386 1.60937 1.16259